No. 1
{"formula": "C5H8I3NO2", "method": "ωB97M-V/def2-TZVPD", "homo_lumo_gap_ev": [6.17, 7.54], "e_homo_ev": [-7.4, -8.2], "e_tot_ha": -1293.56470, "charge": 0, "e_above_lowest_kj_mol": 103.9, "elements": ["C", "C", "C", "C", "C", "N", "O", "O", "I", "I", "I", "H", "H", "H", "H", "H", "H", "H", "H"], "positions_angstrom": [[1.16218, -1.74223, 0.28771], [1.95917, -2.97834, 0.44769], [-2.80869, 2.49941, -0.79341], [-2.35541, 1.62997, 0.31808], [1.12367, 0.54894, -0.14017], [1.70990, -0.58497, 0.13878], [-0.13838, -1.88578, 0.35160], [-1.69044, 0.62745, 0.20030], [1.49503, 2.17734, 1.13298], [0.67370, 1.01346, -2.15739], [4.35704, -0.62356, 0.32720], [1.29716, -3.81229, 0.65710], [2.67638, -2.84053, 1.25604], [2.53611, -3.17444, -0.45509], [-3.81254, 2.87186, -0.60471], [-2.75728, 1.98344, -1.74908], [-2.13465, 3.35914, -0.82377], [-2.65181, 1.97407, 1.32525], [-0.64115, -1.04296, 0.28089]], "forces_ev_per_angstrom": [[0.169, 0.291, 0.089], [-0.146, -0.262, 0.007], [0.074, -0.046, -0.369], [0.074, -0.183, 0.411], [0.003, 1.085, -0.334], [0.158, -0.176, 0.096], [-0.582, -0.228, -0.013], [-0.353, -0.111, -0.036], [-0.143, -0.397, -0.284], [0.230, -0.144, 0.383], [0.225, 0.052, -0.057], [-0.040, -0.041, 0.008], [-0.015, 0.014, -0.020], [-0.008, 0.041, 0.011], [-0.072, 0.037, 0.037], [0.027, -0.005, -0.010], [0.002, 0.087, -0.004], [0.085, -0.038, 0.089], [0.313, 0.024, -0.005]], "lowdin_charge": [-0.463, -0.052, -0.054, -0.310, -1.354, -0.285, 0.134, -0.061, 0.777, 0.803, 0.184, 0.090, 0.043, 0.081, 0.082, 0.075, 0.092, 0.127, 0.092]}


No. 2
{"formula": "C5H8IN2S", "method": "ωB97M-V/def2-TZVPD", "homo_lumo_gap_ev": 7.24, "e_homo_ev": -12.4, "e_tot_ha": -1000.40887, "charge": 1, "e_above_lowest_kj_mol": 36.3, "elements": ["C", "C", "C", "C", "C", "N", "N", "S", "I", "H", "H", "H", "H", "H", "H", "H", "H"], "positions_angstrom": [[1.61544, -0.46687, -1.01925], [1.01175, -1.63217, -0.68196], [1.58968, 0.66156, -0.13014], [0.39949, 0.73105, 0.79859], [-0.11628, -0.52081, 1.44620], [2.37765, 1.59053, -0.36387], [-0.45430, -0.51445, 2.74746], [0.14662, -2.06270, 0.76673], [-5.52334, 0.02188, -0.36456], [2.27484, -0.33296, -1.84056], [1.29461, -2.50101, -1.29728], [0.46681, 1.59376, 1.55080], [-0.45673, 1.04152, 0.12302], [2.21679, 2.46184, 0.22606], [-0.60366, 0.40683, 3.11684], [-0.61977, -1.22728, 3.38757], [-5.56584, -1.54348, -0.38762]], "forces_ev_per_angstrom": [[-0.826, -1.974, 1.618], [1.828, 0.231, -1.751], [-1.448, -0.190, 0.073], [-2.214, 1.710, 0.665], [1.764, -1.317, 2.312], [0.654, 2.867, 0.774], [0.226, 2.943, -2.887], [-0.405, 0.583, -0.269], [0.074, 0.871, 0.030], [0.282, -0.385, -0.796], [-0.738, 0.237, 0.361], [0.084, -1.355, -0.889], [0.694, -0.196, 0.412], [0.469, -1.443, -0.643], [-0.018, 0.289, 0.400], [-0.388, -1.996, 0.609], [-0.038, -0.875, -0.019]], "lowdin_charge": [-0.069, -0.344, -0.428, -0.082, -0.500, 0.197, 0.172, 1.135, 0.385, 0.124, 0.096, 0.160, 0.178, 0.114, 0.132, 0.114, -0.384]}


No. 3
{"formula": "C5H8IN2S", "method": "ωB97M-V/def2-TZVPD", "homo_lumo_gap_ev": 9.12, "e_homo_ev": -13.3, "e_tot_ha": -1000.34851, "charge": 1, "e_above_lowest_kj_mol": 194.7, "elements": ["C", "C", "C", "C", "C", "N", "N", "S", "I", "H", "H", "H", "H", "H", "H", "H", "H"], "positions_angstrom": [[-2.48318, 2.29852, 1.34011], [-1.42799, 2.47669, -0.74140], [0.60080, 0.20195, 1.98642], [0.87065, -1.18627, -0.00717], [1.11590, 0.07866, 0.68283], [-1.49073, 1.46364, 1.20517], [-0.89942, 1.58235, 0.02883], [-2.82502, 3.27111, -0.04810], [2.23068, 1.54026, -0.33580], [-3.17781, 2.36085, 2.27969], [-1.09704, 2.48688, -1.69699], [0.84732, 1.06936, 2.56853], [0.28793, -0.66787, 2.56077], [-0.56016, 0.71993, 1.79182], [0.24805, -1.84961, 0.55957], [1.91216, -1.56060, -0.14584], [0.45992, -1.15751, -0.93050]], "forces_ev_per_angstrom": [[-2.337, 0.343, 2.042], [-1.521, -0.748, 2.789], [0.991, 0.394, -0.661], [2.430, -0.506, 1.927], [-1.190, 0.370, 1.378], [-1.065, 1.307, 0.056], [-0.012, 0.133, -1.167], [1.430, -1.108, 0.434], [-0.057, -0.545, 0.585], [1.665, -0.196, -1.900], [0.788, 0.825, -2.935], [0.724, 0.236, 0.420], [0.223, -0.174, -0.323], [-0.320, -0.188, -0.184], [0.033, -0.441, 0.624], [-0.670, -0.427, 0.066], [-1.111, 0.727, -3.151]], "lowdin_charge": [-0.365, -0.375, -0.129, -0.124, -0.732, -0.076, -0.093, 1.119, 1.005, 0.146, 0.058, 0.090, 0.116, 0.094, 0.094, 0.121, 0.052]}


No. 4
{"formula": "C5H8IN3", "method": "ωB97M-V/def2-TZVPD", "homo_lumo_gap_ev": 9.50, "e_homo_ev": -9.0, "e_tot_ha": -657.24875, "charge": 0, "e_above_lowest_kj_mol": 0.0, "elements": ["C", "C", "C", "C", "C", "N", "N", "N", "I", "H", "H", "H", "H", "H", "H", "H", "H"], "positions_angstrom": [[-0.86651, 3.46780, 0.64056], [0.95352, 2.44901, 0.68743], [0.55819, -2.11032, 0.27994], [-0.54974, -1.60443, -0.57997], [-0.38115, -0.65028, -1.47226], [0.29485, 3.48261, 1.24696], [-0.90285, 2.46065, -0.24831], [0.26310, 1.80319, -0.22291], [-1.94637, 0.03471, -2.71531], [-1.67646, 4.14577, 0.81061], [1.95261, 2.18000, 0.96118], [1.47738, -1.56222, 0.09623], [0.72609, -3.16825, 0.07787], [0.29029, -2.01222, 1.33041], [-1.51467, -2.07037, -0.43506], [-1.63610, 2.17867, -0.88385], [0.55264, -0.15267, -1.65361]], "forces_ev_per_angstrom": [[0.051, -0.210, -0.148], [-0.302, 0.011, -0.143], [0.001, -0.006, -0.022], [-0.138, -0.034, -0.089], [-0.367, -0.309, -0.405], [-0.023, 0.526, 0.462], [-0.054, 0.328, 0.241], [0.367, -0.217, -0.253], [0.275, -0.129, 0.239], [-0.244, 0.149, 0.010], [0.237, -0.142, 0.001], [0.126, 0.017, 0.022], [0.079, -0.061, 0.051], [0.038, -0.008, 0.119], [-0.171, 0.032, -0.055], [0.091, -0.033, 0.040], [0.034, 0.086, -0.069]], "lowdin_charge": [-0.188, -0.230, -0.103, -0.309, -0.661, 0.066, 0.004, 0.039, 0.792, 0.113, 0.100, 0.073, 0.075, 0.075, 0.086, 0.051, 0.017]}


No. 5
{"formula": "C5H8IP", "method": "ωB97M-V/def2-TZVPD", "homo_lumo_gap_ev": [6.95, 5.96], "e_homo_ev": [-8.0, -7.3], "e_tot_ha": -834.21463, "charge": 0, "e_above_lowest_kj_mol": 324.5, "elements": ["C", "C", "C", "C", "C", "P", "I", "H", "H", "H", "H", "H", "H", "H", "H"], "positions_angstrom": [[-0.28844, 0.59840, -0.95701], [-0.67051, -0.55275, -0.13357], [-0.16253, -0.70294, 1.12998], [1.50399, 2.46701, 0.34461], [-1.73702, -1.55010, -0.58851], [1.43031, 1.04747, -0.59414], [2.88830, -0.71906, 0.26050], [-0.52132, 0.26620, -1.96684], [-0.43667, -1.55354, 1.85187], [0.35645, 0.11813, 1.64888], [0.97299, 3.36339, 0.36693], [2.47595, 2.57634, 0.83304], [-2.43392, -1.03154, -1.27972], [-2.21016, -1.97242, 0.27285], [-1.16742, -2.35459, -1.18887]], "forces_ev_per_angstrom": [[0.854, -2.148, 0.596], [-0.456, 0.637, 1.299], [-0.855, -0.310, 1.569], [2.445, -2.359, -0.097], [2.075, 0.080, -2.082], [-2.257, 1.854, -0.202], [0.781, -0.254, 0.364], [0.105, 0.951, -0.535], [0.311, 1.197, -1.489], [0.001, -0.551, -0.533], [-1.531, 0.837, -0.282], [-0.041, 0.001, -0.177], [0.204, -0.527, 0.526], [-0.453, -0.324, 0.216], [-1.183, 0.914, 0.826]], "lowdin_charge": [-0.297, -0.520, -0.116, -0.270, -0.071, 0.478, 0.417, 0.042, 0.096, 0.020, -0.015, -0.009, 0.082, 0.055, 0.109]}


No. 6
{"formula": "C5H8N", "method": "ωB97M-V/def2-TZVPD", "homo_lumo_gap_ev": 10.07, "e_homo_ev": -14.1, "e_tot_ha": -249.65120, "charge": 1, "e_above_lowest_kj_mol": 456.7, "elements": ["C", "C", "C", "C", "C", "N", "H", "H", "H", "H", "H", "H", "H", "H"], "positions_angstrom": [[-1.74304, -0.45898, 0.32537], [-0.91424, -1.29944, -0.25448], [-0.37282, 1.11443, -0.71592], [-0.76892, 0.62769, 0.66782], [0.12014, -0.19215, -0.15507], [1.96092, -0.26696, 0.31848], [-2.83276, -0.64134, 0.20375], [-1.12430, -2.16722, -0.78867], [-1.01824, 1.13703, -1.47206], [0.36181, 1.96302, -0.70371], [-0.56333, 1.19400, 1.54772], [2.16035, -0.93474, 1.09854], [2.32299, 0.69498, 0.39282], [2.41144, -0.77031, -0.46460]], "forces_ev_per_angstrom": [[-2.555, -1.311, 0.936], [1.688, 0.925, 0.832], [4.551, 1.679, 3.040], [-0.625, 0.306, -0.925], [2.228, -0.466, 0.358], [-2.002, -1.474, -1.327], [0.610, 1.053, 0.584], [0.263, -1.210, -1.079], [-2.513, -0.161, -3.003], [-0.700, -0.811, -0.093], [-0.132, 0.033, 0.454], [-0.520, 1.386, -0.156], [-0.054, -0.766, 0.318], [-0.238, 0.817, 0.060]], "lowdin_charge": [-0.016, 0.043, 0.011, -0.138, -0.162, 0.224, 0.153, 0.101, 0.076, 0.138, 0.150, 0.151, 0.135, 0.134]}


No. 7
{"formula": "C5H8N", "method": "ωB97M-V/def2-TZVPD", "homo_lumo_gap_ev": 11.93, "e_homo_ev": -15.5, "e_tot_ha": -249.60461, "charge": 1, "e_above_lowest_kj_mol": 579.0, "elements": ["C", "C", "C", "C", "C", "N", "H", "H", "H", "H", "H", "H", "H", "H"], "positions_angstrom": [[1.67298, 0.60529, 0.08235], [-1.17133, 0.84455, 0.59172], [0.79613, -0.26453, 1.02935], [0.29942, 0.97763, 0.40500], [-0.61435, -1.10099, -1.09704], [-0.41617, -0.38092, 0.17173], [2.43616, 1.13925, 0.58406], [1.82684, 0.12387, -0.90198], [-1.63480, 0.91632, 1.52241], [-1.80903, 1.26708, -0.05529], [0.85447, -0.53905, 1.99426], [0.22960, -0.84223, -1.78540], [-0.86387, -2.21374, -1.08392], [-1.60605, -0.53253, -1.45724]], "forces_ev_per_angstrom": [[-0.636, -2.123, -0.852], [2.817, -0.506, 0.711], [-0.254, 2.230, -3.925], [-1.492, -1.332, 0.807], [-2.293, 1.630, -1.800], [0.278, -0.443, 1.211], [0.806, 0.567, 0.044], [0.467, 0.828, 0.590], [-0.023, -0.567, 2.010], [-1.938, 1.245, -3.141], [0.124, -0.961, 3.126], [-0.818, -0.570, 0.440], [0.684, 1.619, 0.698], [2.277, -1.618, 0.080]], "lowdin_charge": [0.074, 0.091, 0.006, -0.067, 0.027, -0.085, 0.120, 0.120, 0.123, 0.091, 0.119, 0.102, 0.129, 0.150]}


No. 8
{"formula": "C5H8N", "method": "ωB97M-V/def2-TZVPD", "homo_lumo_gap_ev": 8.78, "e_homo_ev": -14.8, "e_tot_ha": -249.63449, "charge": 1, "e_above_lowest_kj_mol": 500.6, "elements": ["C", "C", "C", "C", "C", "N", "H", "H", "H", "H", "H", "H", "H", "H"], "positions_angstrom": [[-0.45962, -1.51664, 0.00502], [0.44673, -0.73325, -0.44934], [-2.40059, -1.31194, 1.34759], [0.81512, 1.45538, -0.57374], [1.58975, 0.04150, -0.63573], [-1.87891, -1.43416, 0.19179], [0.12129, -2.45324, 0.27148], [-1.87597, -1.23411, 2.27098], [-3.39656, -1.06991, 1.20860], [1.07036, 2.16134, -1.29563], [1.09933, 1.82810, 0.44181], [-0.16674, 1.28504, -0.63530], [2.35584, 0.17676, 0.06945], [1.89969, 0.01903, -1.67327]], "forces_ev_per_angstrom": [[-0.952, -0.458, 0.976], [0.654, -0.498, 1.076], [1.603, 0.413, -1.876], [2.881, -0.295, 3.223], [-0.927, 1.350, -2.674], [1.814, 0.000, -0.227], [-0.596, 0.457, -0.499], [0.307, -0.165, 0.741], [-2.289, -0.050, 0.754], [0.877, 0.635, -1.526], [-0.736, -0.065, -0.916], [-4.192, -0.045, -0.045], [0.886, -0.767, 1.037], [0.671, -0.509, -0.044]], "lowdin_charge": [-0.060, 0.135, 0.067, 0.028, -0.109, 0.049, 0.205, 0.099, 0.076, 0.088, 0.126, 0.034, 0.126, 0.137]}